{
  "formula": "C29H30BrN3O6PPbS2",
  "method": "wB97M-V/def2-TZVPD",
  "elements": ["Pb", "O", "C", "C", "C", "C", "C", "C", "C", "O", "N", "N", "C", "S", "C", "C", "S", "H", "H", "H", "H", "H", "H", "H", "H", "H", "O", "C", "O", "C", "P", "C", "C", "C", "C", "C", "C", "C", "C", "C", "C", "C", "C", "H", "H", "H", "H", "H", "H", "H", "H", "H", "H", "H", "H", "Br", "O", "C", "O", "C", "N", "C", "C", "C", "H", "H", "H", "H", "H", "H", "H", "H", "H"],
  "coordinates": [[0.3810, -0.5664, 1.2134], [3.2633, -4.3447, 1.5249], [3.4891, -4.3191, 2.8655], [4.3532, -5.2606, 3.4260], [4.6069, -5.2795, 4.7832], [4.0002, -4.3480, 5.6136], [3.1546, -3.4059, 5.0623], [2.8771, -3.3605, 3.6921], [1.9755, -2.2760, 3.1916], [1.5690, -2.2984, 1.9668], [1.6520, -1.3627, 4.0846], [0.8618, -0.3805, 3.5413], [0.3915, 0.4824, 4.3465], [-0.4803, 1.8882, 3.7445], [-1.3083, 2.1862, 5.3284], [-0.2822, 1.9342, 6.4193], [0.5761, 0.3699, 6.0773], [3.7748, -5.0668, 1.1513], [4.8295, -5.9863, 2.7729], [5.2816, -6.0229, 5.1924], [4.1889, -4.3560, 6.6795], [2.6807, -2.6630, 5.6893], [-2.1645, 1.5220, 5.4202], [-1.6458, 3.2222, 5.3278], [-0.7590, 1.8287, 7.3921], [0.4530, 2.7344, 6.4611], [1.5395, -4.1531, -1.5909], [1.1413, -3.2028, -2.1402], [0.6565, -2.0237, -1.4899], [0.9575, -2.7769, -3.5959], [0.2647, -1.2519, -2.8836], [1.2237, 0.1877, -3.1190], [2.6038, 0.0834, -2.9311], [3.3832, 1.2128, -3.0896], [2.7869, 2.4255, -3.4190], [1.4119, 2.5217, -3.6000], [0.6185, 1.3999, -3.4518], [-1.4863, -1.1519, -3.0414], [-2.2935, -1.4853, -1.9564], [-3.6689, -1.4084, -2.1012], [-4.2226, -1.0025, -3.3098], [-3.4106, -0.6775, -4.3907], [-2.0342, -0.7449, -4.2609], [0.2794, -3.4112, -4.1609], [1.8977, -2.6710, -4.1336], [3.0617, -0.8514, -2.6278], [4.4534, 1.1539, -2.9340], [3.4036, 3.3097, -3.5262], [0.9629, 3.4764, -3.8443], [-0.4563, 1.4579, -3.5783], [-1.8519, -1.7928, -1.0172], [-4.3094, -1.6594, -1.2649], [-5.3000, -0.9409, -3.4115], [-3.8499, -0.3743, -5.3333], [-1.3944, -0.4903, -5.1010], [2.4638, 0.7878, 0.4550], [-0.4356, 3.0473, -0.3317], [-1.3890, 2.1985, -0.6489], [-1.1641, 1.0496, -0.9637], [-2.8126, 2.7722, -0.6009], [-2.7572, 4.2134, -0.3000], [-3.2816, 4.9758, -1.4610], [-3.1367, 4.0044, -2.6268], [-3.4746, 2.6546, -1.9815], [-3.3427, 2.2017, 0.1607], [-0.9220, 3.8841, -0.1449], [-3.2397, 4.4491, 0.5530], [-2.7161, 5.8943, -1.6021], [-4.3318, 5.2384, -1.3217], [-2.1049, 4.0025, -2.9941], [-3.7969, 4.2580, -3.4549], [-3.0917, 1.7920, -2.5252], [-4.5547, 2.5465, -1.8748]],
  "forces_ev_per_angstrom": [[-0.355, -0.477, 0.429], [-0.150, 0.250, 0.055], [-0.026, 0.048, 0.136], [-0.014, -0.012, 0.006], [0.056, -0.063, -0.013], [-0.031, 0.035, 0.049], [0.000, -0.005, 0.033], [-0.027, 0.010, -0.215], [-0.002, -0.140, 0.121], [0.135, 0.051, 0.107], [0.098, -0.155, -0.215], [0.015, 0.034, -0.437], [-0.127, 0.276, 0.221], [0.049, -0.068, 0.043], [0.039, 0.044, -0.028], [0.018, -0.068, -0.009], [-0.006, -0.028, 0.007], [0.058, -0.098, -0.058], [-0.026, 0.022, 0.027], [-0.043, 0.039, -0.034], [-0.012, 0.013, -0.048], [0.036, -0.047, -0.014], [-0.032, -0.022, 0.039], [-0.017, -0.022, 0.028], [-0.013, 0.053, 0.021], [-0.009, 0.068, 0.008], [-0.025, 0.012, 0.014], [0.055, -0.059, -0.042], [-0.138, 0.085, -0.140], [0.032, 0.107, -0.014], [0.290, -0.552, 0.224], [-0.205, 0.070, -0.090], [0.039, 0.097, -0.064], [0.062, 0.030, -0.013], [0.023, -0.040, 0.009], [0.025, 0.065, -0.007], [0.005, 0.026, -0.002], [-0.016, 0.231, -0.089], [-0.027, -0.043, -0.086], [-0.055, 0.017, -0.008], [-0.021, -0.026, 0.057], [-0.027, 0.031, -0.051], [0.010, -0.019, 0.016], [-0.063, -0.014, 0.038], [0.037, 0.017, 0.038], [-0.002, 0.039, -0.008], [-0.082, 0.016, 0.006], [-0.033, -0.045, 0.004], [0.021, -0.055, -0.002], [0.065, 0.017, 0.051], [-0.032, 0.041, -0.019], [0.022, -0.001, -0.050], [0.069, -0.021, -0.003], [0.024, -0.011, 0.063], [-0.054, -0.016, 0.047], [0.410, 0.245, -0.102], [0.031, -0.071, -0.025], [-0.075, -0.048, -0.030], [-0.060, -0.029, -0.025], [0.112, 0.128, -0.152], [0.009, -0.038, -0.114], [0.114, -0.157, 0.046], [-0.037, -0.112, 0.053], [0.103, 0.084, -0.021], [-0.057, -0.003, 0.060], [-0.040, 0.259, 0.056], [-0.024, -0.009, 0.069], [0.017, 0.027, 0.016], [-0.056, 0.007, 0.041], [-0.057, 0.014, 0.011], [0.061, -0.015, -0.006], [-0.066, -0.017, -0.040], [0.004, -0.006, 0.022]],
  "total_charge": 1,
  "energy_ha": -5643.2782,
  "max_force_ev_per_a": 0.7,
  "molar_mass_g_mol": 898.786,
  "e_above_lowest_kcal_mol": 23.9
}


{
  "formula": "C29H30N6O6S",
  "method": "wB97M-V/def2-TZVPD",
  "elements": ["C", "O", "C", "C", "C", "C", "N", "C", "O", "C", "S", "N", "C", "C", "N", "O", "C", "N", "C", "C", "O", "N", "C", "C", "C", "C", "C", "O", "C", "C", "C", "C", "N", "C", "C", "C", "C", "C", "C", "C", "O", "C", "H", "H", "H", "H", "H", "H", "H", "H", "H", "H", "H", "H", "H", "H", "H", "H", "H", "H", "H", "H", "H", "H", "H", "H", "H", "H", "H", "H", "H", "H"],
  "coordinates": [[-0.6005, -3.0827, 3.9234], [-0.6764, -3.3721, 2.5493], [-0.1598, -2.4757, 1.6707], [0.4258, -1.2690, 2.0102], [0.8949, -0.4059, 1.0303], [0.8054, -0.7565, -0.3067], [1.2050, 0.1452, -1.3211], [2.4807, 0.6122, -1.4649], [2.7191, 1.5525, -2.2179], [3.5586, -0.0613, -0.7637], [3.5041, -1.5512, 0.1287], [5.1021, -1.6067, 0.3781], [5.7286, -0.5781, -0.1528], [7.1952, -0.4388, -0.0632], [7.7971, -1.4259, 0.6289], [7.8000, 0.4892, -0.5761], [4.8922, 0.3581, -0.8418], [5.3363, 1.4710, -1.4310], [0.2087, 0.7381, -2.2174], [-0.1043, 2.2139, -1.8999], [-0.5400, 2.9589, -2.7474], [0.1044, 2.5676, -0.6163], [-0.4209, 3.7914, -0.0666], [-1.7771, 3.5216, 0.6075], [-2.3329, 4.7533, 1.3425], [-2.7483, 4.1965, 2.7051], [-1.7717, 3.0342, 2.8659], [-1.6420, 2.4786, 1.5742], [-1.1034, -0.0007, -2.1893], [-1.5035, -0.7501, -3.3139], [-2.6494, -1.4942, -3.2973], [-3.4592, -1.5292, -2.1427], [-4.5569, -2.3120, -2.1352], [-5.2934, -2.3377, -1.0611], [-5.0187, -1.5943, 0.1026], [-3.9095, -0.7948, 0.1215], [-3.0827, -0.7432, -1.0201], [-1.9043, 0.0218, -1.0733], [0.2557, -1.9906, -0.6592], [-0.2450, -2.8430, 0.3060], [-0.8334, -4.0378, 0.0573], [-1.0122, -4.4329, -1.2822], [-1.0577, -3.9328, 4.4269], [0.4375, -2.9804, 4.2566], [-1.1550, -2.1726, 4.1753], [0.5103, -0.9720, 3.0425], [1.3486, 0.5294, 1.3245], [7.2391, -2.1703, 1.0101], [8.7974, -1.4274, 0.7307], [6.3371, 1.6020, -1.4764], [4.6793, 1.9895, -1.9971], [0.6267, 0.7286, -3.2312], [0.3242, 1.8498, 0.0569], [0.2915, 4.1879, 0.6623], [-0.5482, 4.5002, -0.8863], [-2.4718, 3.1518, -0.1569], [-3.1614, 5.2048, 0.8032], [-1.5466, 5.5001, 1.4595], [-2.6665, 4.9256, 3.5072], [-3.7703, 3.8187, 2.6672], [-2.1274, 2.2462, 3.5314], [-0.7974, 3.3953, 3.2276], [-0.8807, -0.7364, -4.1965], [-2.9573, -2.0768, -4.1516], [-6.1619, -2.9832, -1.1020], [-5.6768, -1.6680, 0.9548], [-3.6442, -0.2051, 0.9882], [-1.6426, 0.6029, -0.2009], [0.2158, -2.2584, -1.7017], [-0.0536, -4.5609, -1.7950], [-1.5260, -5.3914, -1.2364], [-1.6302, -3.7167, -1.8340]],
  "forces_ev_per_angstrom": [[0.016, 0.060, 0.241], [0.070, 0.065, -0.467], [-0.046, -0.131, 0.019], [-0.147, -0.204, 0.177], [-0.171, 0.052, -0.434], [0.043, -0.171, 0.618], [-0.234, 0.048, -0.192], [0.150, 0.050, -0.150], [-0.112, 0.046, -0.042], [0.619, -0.429, 0.361], [0.346, 0.322, -0.147], [0.398, -0.027, -0.019], [-0.683, -0.101, -0.082], [0.351, -0.302, 0.259], [0.147, -0.144, 0.115], [0.005, 0.194, -0.125], [-0.664, -0.240, 0.204], [0.210, 0.416, -0.320], [-0.110, 0.451, -0.361], [0.419, -0.319, -0.047], [-0.201, 0.145, -0.276], [0.103, 0.020, 0.440], [-0.453, -0.121, 0.121], [0.163, 0.378, -0.500], [0.019, -0.217, 0.006], [0.137, -0.185, -0.056], [-0.067, 0.180, 0.374], [0.048, -0.210, -0.157], [-0.285, 0.084, 0.143], [-0.108, -0.095, 0.014], [0.134, 0.048, -0.033], [0.373, 0.429, 0.355], [-0.309, -0.359, -0.331], [-0.068, -0.070, -0.030], [0.248, 0.245, 0.144], [-0.226, -0.157, 0.019], [-0.134, -0.227, -0.326], [0.023, 0.096, -0.354], [0.097, -0.291, 0.193], [-0.021, -0.094, 0.010], [0.122, 0.240, 0.421], [-0.059, -0.065, -0.291], [0.042, 0.084, 0.008], [-0.037, 0.012, -0.021], [0.032, -0.022, -0.018], [-0.007, -0.032, 0.130], [0.046, 0.107, -0.001], [0.023, -0.017, 0.011], [-0.073, 0.050, -0.041], [-0.121, 0.018, -0.011], [0.109, -0.061, 0.054], [-0.158, 0.095, 0.212], [0.008, -0.001, -0.149], [-0.071, 0.076, -0.019], [0.049, 0.024, 0.106], [0.090, 0.059, 0.058], [0.012, 0.067, -0.032], [0.013, 0.068, -0.011], [-0.046, 0.034, 0.055], [-0.022, -0.001, 0.047], [0.054, 0.058, 0.019], [-0.074, -0.034, 0.023], [0.064, 0.002, -0.095], [-0.048, -0.060, -0.090], [-0.098, -0.037, 0.073], [-0.043, 0.000, 0.066], [0.008, 0.050, 0.095], [0.085, 0.056, 0.131], [-0.052, -0.062, -0.088], [-0.017, 0.016, 0.014], [0.039, 0.060, -0.055], [0.050, -0.016, 0.033]],
  "total_charge": 0,
  "energy_ha": -2301.3272,
  "max_force_ev_per_a": 0.8,
  "molar_mass_g_mol": 590.662,
  "smiles": "COc1ccc(N(C(=O)c2snc(C(N)=O)c2N)[C@H](C(=O)NC[C@@H]2CCCO2)c2ccc3ncccc3c2)cc1OC"
}


Number 1: frontier orbital gap 0.2325 Ha. Number 2: frontier orbital gap 0.2965 Ha.